(1)
Density functional theory data (ωB97M-V/def2-TZVPD) for a structure of composition C25H20BrCl5F5N2O4TeV.

```
64
Properties=species:S:1:pos:R:3
V 1.2266 0.4212 0.1836
O 0.3728 3.2544 3.0462
C -0.5556 4.0276 2.4678
C -1.1512 5.0213 3.2458
C -2.1217 5.8537 2.7152
C -2.5090 5.7247 1.3889
C -1.9133 4.7349 0.6171
C -0.9590 3.8701 1.1325
C -0.4721 2.7265 0.2536
O 0.7502 2.2240 0.6165
N -1.5175 1.6474 0.3038
N -0.9506 0.3873 0.6321
C -1.8574 -0.5549 0.7322
C -1.7295 -1.8784 1.1692
Br -0.1037 -2.2998 2.0732
C -2.7269 -2.8346 0.9435
C -2.8295 -4.2436 1.0783
C -1.8164 -5.1577 1.4864
C -2.0441 -6.5204 1.5239
C -3.2704 -7.0749 1.1685
C -4.2835 -6.2026 0.7647
C -4.0728 -4.8442 0.7203
H 0.9127 2.8406 2.3350
H -0.8147 5.1267 4.2695
H -2.5646 6.6223 3.3390
H -3.2513 6.3862 0.9603
H -2.1940 4.6169 -0.4250
H -0.4385 3.1130 -0.7725
H -2.2033 1.8978 1.0081
H -2.8698 -0.3018 0.4033
H -3.6122 -2.3758 0.5063
H -0.8464 -4.7901 1.7775
H -1.2351 -7.1697 1.8422
H -3.4333 -8.1444 1.2031
H -5.2536 -6.5965 0.4797
H -4.8784 -4.1915 0.4007
Cl 4.7277 -0.0436 -0.6808
C 3.6479 0.4397 -1.9527
C 2.3002 0.6372 -1.6654
C 1.5190 0.9570 -2.7733
Cl -0.2033 1.1091 -2.5170
C 2.0078 1.1299 -4.0623
Cl 0.9544 1.5321 -5.3700
C 3.3709 0.9595 -4.2915
Cl 4.0150 1.1641 -5.8732
C 4.1955 0.6021 -3.2244
Cl 5.8766 0.3589 -3.5212
F 3.0031 3.7960 1.8396
Te 3.9415 3.4429 0.1441
F 5.6296 3.2658 1.1622
F 4.3859 5.2712 0.3075
F 2.4136 4.2372 -0.8071
F 4.9528 3.6163 -1.5538
O 2.3224 0.0746 1.2349
C -0.3672 -3.1719 -1.8032
O -0.1143 -1.8396 -1.3122
C 0.9548 -1.5255 -0.6624
C 2.0442 -2.5454 -0.5999
H -0.4588 -3.8554 -0.9589
H 0.4251 -3.4868 -2.4808
H -1.3165 -3.1019 -2.3239
H 1.6857 -3.5492 -0.3647
H 2.7960 -2.2272 0.1150
H 2.5074 -2.5629 -1.5951
```

Output
Molecular weight ... 943.148 g mol⁻¹
Total charge ... -2
Electronic energy ... -216645.53911 eV
HOMO-LUMO gap (spin up / spin down) ... 4.9692 / 6.7827 eV
Maximum force ... 0.0146 hartree/bohr
Expectation value of S² ... 2.0527
Multiplicity ... 3
HOMO energy (spin up / spin down) ... -1.09 / -2.91 eV
LUMO (spin up / spin down) ... 3.9 / 3.9 eV

Here are the Mulliken charges for atoms 1 to 2, given in e: 0.13, -0.71


(2)
Density functional theory data (ωB97M-V/def2-TZVPD) for a cluster of 3 separate species, C2H3N3O2 in total at a distorted geometry.

```
10
Properties=species:S:1:pos:R:3
C -3.3220 -0.7831 1.9189
C -2.5556 -0.2639 -0.5249
N -3.5245 -1.8400 1.5422
N 4.4174 0.7990 -1.0393
N 5.4623 0.6612 -0.4902
O -2.4322 -1.2769 -1.0343
O -2.6561 0.7857 -0.0725
H 4.2949 0.8423 -2.0902
H 3.4923 0.8927 -0.5365
H -3.1765 0.1830 2.3268
```

Output
Molecular weight ... 101.065 g mol⁻¹
Total charge ... 0
Electronic energy ... -10684.96069 eV
HOMO-LUMO gap ... 8.5108 eV
Maximum force ... 0.0391 hartree/bohr
HOMO energy ... -8.23 eV
LUMO ... 0.3 eV

Here are the Mulliken charges for atoms 1 to 2, given in e: 0.07, 0.73


(3)
Density functional theory data (ωB97M-V/def2-TZVPD) for the molecule C4H5NO2 at a distorted geometry.

```
12
Properties=species:S:1:pos:R:3
C 2.8143 -0.2631 0.1638
C 1.4659 -0.4813 0.0163
C 0.0898 0.8121 -0.1701
C -2.1043 -0.1706 0.0137
N 3.9295 -0.0981 0.3754
O 0.6378 -0.0946 -1.0562
O -1.0955 0.7097 0.4440
H 1.0373 -1.2604 0.6232
H 0.5068 1.8304 0.0230
H -1.6357 -0.8020 -0.7656
H -3.0153 0.4371 -0.5118
H -2.6305 -0.6190 0.8442
```

Output
Molecular weight ... 99.089 g mol⁻¹
Total charge ... 0
Electronic energy ... -9809.80547 eV
HOMO-LUMO gap ... 8.9117 eV
Structure (SMILES) ... CO[C@@H]1O[C@H]1C#N
Maximum force ... 0.0823 hartree/bohr
HOMO energy ... -8.59 eV
LUMO ... 0.3 eV

Here are the Mulliken charges for atoms 1 to 2, given in e: 0.26, -0.29


(4)
Density functional theory data (ωB97M-V/def2-TZVPD) for the ion C6H8N with charge +1 at a distorted geometry.

```
15
Properties=species:S:1:pos:R:3
C 0.4716 -1.3893 -1.2347
C 0.3880 -0.3102 -0.2337
C 0.2211 -2.5793 -0.5767
C 0.2605 -2.3058 0.7479
C 0.4506 -1.0068 1.1399
C -0.6684 0.8053 -0.5863
N -0.4119 1.9752 0.1740
H 0.7459 -1.1793 -2.2154
H 1.3414 0.3336 -0.3308
H 0.5641 -0.8306 2.1391
H -1.7584 0.5811 -0.4287
H -0.6658 0.9635 -1.8063
H -0.4926 2.8733 -0.3471
H -0.7135 1.9349 1.1590
H 0.2684 -3.5678 -0.8814
```

Output
Molecular weight ... 94.137 g mol⁻¹
Total charge ... +1
Electronic energy ... -7828.41253 eV
HOMO-LUMO gap (spin up / spin down) ... 7.2550 / 5.2145 eV
Maximum force ... 0.0804 hartree/bohr
HOMO energy (spin up / spin down) ... -13.16 / -13.18 eV
LUMO (spin up / spin down) ... -5.9 / -8.0 eV

Here are the Mulliken charges for atoms 1 to 2, given in e: -0.27, 0.43


(5)
Density functional theory data (ωB97M-V/def2-TZVPD) for the molecule C4H5NO2.

```
12
Properties=species:S:1:pos:R:3
C 1.2123 1.1898 0.8638
C 0.6170 0.1091 0.0666
C 0.3935 -0.7879 -0.8084
O 0.6152 -1.4610 -1.9289
N -0.5786 -0.8848 0.2680
C -1.8285 -0.2462 0.0850
O -1.9998 0.9482 0.1180
H 0.4779 1.9849 1.0187
H 1.5317 0.8130 1.8419
H 2.0828 1.6045 0.3473
H 0.1400 -2.3033 -1.8726
H -2.6637 -0.9662 0.0005
```

Output
Molecular weight ... 99.089 g mol⁻¹
Total charge ... 0
Electronic energy ... -9810.58900 eV
HOMO-LUMO gap ... 8.8759 eV
Structure (SMILES) ... CC1=C(O)N1C=O
Maximum force ... 0.0101 hartree/bohr
HOMO energy ... -8.40 eV
LUMO ... 0.5 eV

Here are the Mulliken charges for atoms 1 to 2, given in e: -1.17, 0.17


(6)
Density functional theory data (ωB97M-V/def2-TZVPD) for the molecule C3H5N3.

```
11
Properties=species:S:1:pos:R:3
N -1.7423 1.5604 -0.2493
C -0.6903 0.6416 -0.0211
C -0.4845 -0.8297 0.0010
N 0.8603 -1.3599 -0.0753
C 1.8492 -0.5711 -0.1262
N -0.1864 1.7746 0.0458
H -2.2100 1.7363 0.6467
H -0.9547 -1.2209 0.9131
H -1.0694 -1.2446 -0.8292
H 2.8463 -1.0087 -0.1920
H 1.7819 0.5219 -0.1137
```

Output
Molecular weight ... 83.094 g mol⁻¹
Total charge ... 0
Electronic energy ... -7658.56148 eV
HOMO-LUMO gap ... 10.6794 eV
Structure (SMILES) ... C=NCC1=NN1
Maximum force ... 0.0099 hartree/bohr
HOMO energy ... -9.76 eV
LUMO ... 0.9 eV

Here are the Mulliken charges for atoms 1 to 2, given in e: -0.51, 0.65


(7)
Density functional theory data (ωB97M-V/def2-TZVPD) for the ion C21H19I3NO4S with charge -1 at a distorted geometry.

```
49
Properties=species:S:1:pos:R:3
C -1.8201 -5.1174 5.8000
C -2.0356 -4.7183 4.2664
O -0.7359 -4.4676 3.7373
C -0.7561 -4.2861 2.3039
C -0.8341 -2.7067 2.0601
O -0.2715 -2.3865 0.7889
C 0.1866 -1.0098 0.7503
N 0.0353 -0.5710 -0.6374
C -1.3399 -0.3783 -1.0278
C -2.4949 -0.4945 -0.1258
C -3.8750 -0.3090 -0.6104
I -5.4655 -0.5491 0.8206
C -4.1715 -0.0011 -2.0103
C -3.0241 0.1477 -2.9343
C -1.6650 -0.0328 -2.4446
S -0.2022 0.1590 -3.5314
C 0.9278 1.0415 -2.3855
C 0.8900 0.5478 -0.9808
C 1.7603 1.2731 -0.0325
C 2.6052 2.3996 -0.4806
C 2.6267 2.8605 -1.8831
C 3.5231 4.0262 -2.3705
I 4.8636 3.7007 -4.0569
C 3.5072 5.2703 -1.8057
C 4.4065 6.4688 -2.3045
I 2.1835 5.7793 -0.1505
C 1.7599 2.1507 -2.8405
C 1.6572 2.5110 -4.3833
O 2.3750 1.8743 -5.1831
O 0.8205 3.4136 -4.7863
H -0.8613 -4.6276 6.1374
H -2.6879 -4.7974 6.4426
H -1.7120 -6.2414 5.8399
H -2.5716 -5.5819 3.7887
H -2.7055 -3.8036 4.2636
H 0.1047 -4.7633 1.7733
H -1.7360 -4.7292 1.9477
H -1.9394 -2.4582 2.1393
H -0.2773 -2.2260 2.9087
H -0.3668 -0.3717 1.4932
H 1.2748 -1.0633 1.0528
H -2.3559 -0.7160 0.9541
H -5.2287 0.1228 -2.3574
H -3.1521 0.4003 -4.0191
H 1.7762 0.9969 1.0551
H 3.2629 2.9637 0.2282
H 3.8452 6.9523 -3.1487
H 5.4306 6.1256 -2.5970
H 4.4628 7.2221 -1.4642
```

Output
Molecular weight ... 762.165 g mol⁻¹
Total charge ... -1
Electronic energy ... -66899.64632 eV
HOMO-LUMO gap ... 6.4126 eV
Structure (SMILES) ... CCOCCOCN1c2cc(I)ccc2Sc2c1ccc(/C(I)=C(/C)I)c2C(=O)[O-]
Maximum force ... 0.0720 hartree/bohr
HOMO energy ... -4.62 eV
LUMO ... 1.8 eV

Here are the Mulliken charges for atoms 1 to 2, given in e: -1.01, -0.14


(8)
Density functional theory data (ωB97M-V/def2-TZVPD) for a structure of composition C20H38N2O6P2SSb at a distorted geometry.

```
70
Properties=species:S:1:pos:R:3
C -0.8227 -1.6175 4.5520
C -0.3692 -2.3306 3.1566
S -1.6250 -2.1985 1.8078
C -1.6059 -0.5435 0.9813
Sb -0.0079 -0.1787 -0.5152
C -1.4351 -0.4255 -2.2410
N -0.8596 -1.2991 -3.3292
C -1.9642 -1.9553 -4.1340
C 1.5469 0.2689 -2.0636
O 2.1589 -0.9677 -2.5254
C 3.5729 -0.8841 -2.5888
C 4.3788 -2.0101 -1.7614
O 4.1498 -0.0072 -3.2794
C 1.4105 0.0647 1.1748
C 2.3252 1.3496 1.1528
O 1.9508 2.3440 1.8714
N 3.6155 1.5053 0.4392
C 4.7444 1.3462 1.4078
C 3.6075 2.9248 -0.0894
C -0.5662 1.9824 -0.5521
C -2.0616 2.2940 -0.1113
C -3.3011 2.1279 -1.0519
C -4.7723 2.4015 -0.5862
C -5.0702 2.8681 0.8537
C -3.8605 3.0748 1.8006
C -2.3919 2.8049 1.3381
C -1.2571 3.0837 2.4523
P 0.7119 -2.5890 -0.6123
P -0.8574 -3.9301 -1.2714
O -0.4614 -4.5105 -2.6429
O -0.8270 -5.2836 -0.1766
O -2.4441 -3.3055 -1.2034
H -1.6090 -2.2490 5.1049
H -1.1405 -0.5372 4.3828
H 0.1230 -1.6549 5.2181
H -0.3033 -3.4558 3.4211
H 0.6990 -2.0362 2.8586
H -1.4692 0.2439 1.8207
H -2.6708 -0.3614 0.5796
H -2.4638 -0.7545 -1.8793
H -1.5073 0.6321 -2.7151
H -0.4027 -0.6820 -4.0131
H -2.9672 -1.9612 -3.5940
H -2.1102 -1.4199 -5.1449
H -1.7166 -3.0490 -4.3950
H 0.9535 0.6871 -2.9679
H 2.2807 1.0884 -1.7672
H 5.0566 -1.5009 -1.0017
H 4.9979 -2.6505 -2.4718
H 3.6024 -2.7083 -1.2776
H 0.8756 0.0279 2.1949
H 2.1153 -0.8540 1.1674
H 5.6986 0.9347 0.9229
H 5.0375 2.3380 1.9230
H 4.4818 0.6241 2.2716
H 2.5538 3.2044 -0.4733
H 3.8699 3.6950 0.7100
H 4.3065 3.0135 -1.0054
H 0.1237 2.6667 0.0433
H -0.4647 2.3176 -1.6568
H -3.2020 1.7959 -2.1472
H -5.6251 2.2227 -1.3395
H -6.1413 3.0392 1.1954
H -4.0498 3.4321 2.8672
H -1.7221 3.6975 3.3044
H -0.9392 2.0765 2.9103
H -0.3554 3.6106 1.9860
H 1.0003 -2.9889 0.7575
H -1.5834 -5.1372 0.4409
H -2.9453 -3.7512 -0.4839
```

Output
Molecular weight ... 618.307 g mol⁻¹
Total charge ... -1
Electronic energy ... -72564.70640 eV
HOMO-LUMO gap ... 6.7848 eV
Maximum force ... 0.0869 hartree/bohr
HOMO energy ... -4.34 eV
LUMO ... 2.4 eV

Here are the Mulliken charges for atoms 1 to 2, given in e: -0.92, -0.32


Q: The highest electronic energy belongs to which entry?
A: C3H5N3


Q: The lowest molecular weight belongs to which entry?
A: C3H5N3


Q: The lowest molecular weight belongs to which entry?
A: C3H5N3